A molecular structure, C27H28AsNSTa at a distorted geometry, computed with ωB97M-V with the def2-TZVPD basis set.

Values from the calculation:
- Energy relative to the best compared isomer or geometry (same formula, charge and spin): 0.7850 eV
- M: 654.5 g mol⁻¹
- Total energy: -3790.29353 Eh
- LUMO: -11.32 eV
- Kohn-Sham gap: 5.9 eV

ORCA input file:
```
! RIJCOSX wB97M-V def2-TZVPD def2/J DEFGRID3
* xyz 3 1
Ta -0.762 0.481 -0.221
As 0.947 0.910 -2.373
S -4.129 0.638 2.728
N -2.602 0.190 0.744
C -2.776 1.000 1.804
C 4.045 -3.227 2.747
C 2.034 -4.211 3.724
C 3.003 2.934 -1.899
C -3.722 -1.774 -0.334
C 1.861 -2.433 2.109
C 1.848 2.571 -2.824
C -4.543 -0.683 1.665
C -4.790 -2.644 -0.251
C 3.183 -0.486 -3.539
C -0.094 0.515 -3.966
C 3.279 -2.371 1.999
C -3.608 -0.790 0.640
C 2.322 -0.467 -2.278
C -1.786 2.042 2.034
C 1.091 -1.586 1.360
C 0.326 3.004 1.277
C 0.202 3.984 2.257
C -5.733 -2.532 0.782
C 0.391 -0.806 0.664
C -5.623 -1.557 1.753
C -0.671 2.038 1.164
C -0.887 3.981 3.122
C -1.883 3.011 3.016
C 1.243 -3.368 2.987
C -1.314 1.428 -4.071
C 3.425 -4.141 3.606
H -1.029 2.469 -4.220
H 2.189 2.389 -3.845
H -1.937 1.136 -4.915
H -4.909 -3.418 -0.996
H 5.123 -3.199 2.676
H -3.000 -1.858 -1.141
H 0.573 0.658 -4.816
H 3.958 -1.244 -3.432
H 3.722 2.122 -1.795
H 0.165 -3.404 3.062
H 4.039 -4.810 4.196
H 1.585 -4.930 4.394
H 0.961 4.750 2.349
H 2.913 -0.264 -1.385
H 3.535 3.788 -2.316
H -0.377 -0.538 -3.946
H 1.096 3.358 -2.860
H -6.565 -3.222 0.816
H -2.728 3.028 3.695
H -1.945 1.383 -3.172
H -6.351 -1.477 2.550
H 1.804 -1.415 -2.130
H 3.681 0.467 -3.713
H 2.658 3.222 -0.906
H -0.966 4.743 3.886
H 3.734 -1.650 1.334
H 1.193 3.002 0.630
H 2.600 -0.739 -4.424
*
```